[1]
{"formula": "C2H11NO2S", "method": "the ωB97M-V functional and the def2-TZVPD basis", "symbols": ["C", "C", "S", "N", "H", "H", "H", "H", "H", "H", "H", "H", "H", "O", "H", "H", "O"], "coordinates": [[-0.28562, 1.32243, 0.04330], [0.88055, 1.03453, -0.95158], [0.91280, -0.62301, -1.70275], [-0.61128, 2.69602, 0.22676], [-1.18724, 0.78145, -0.25365], [0.15283, 0.83262, 0.94763], [0.89430, 1.72509, -1.81123], [1.83142, 1.19857, -0.45469], [1.14122, -1.31426, -0.64850], [0.12008, 3.39307, 0.27724], [-1.27723, 3.08059, -0.42749], [-3.10470, 1.53448, -0.49446], [-3.63058, 0.02289, -0.39420], [-3.21934, 0.75753, 0.05861], [1.43808, -3.28589, 2.89645], [1.73790, -4.80139, 2.96750], [1.67608, -4.01053, 3.49593]], "forces_ev_per_angstrom": [[1.67, -1.36, -0.51], [-0.15, 0.48, -0.49], [-0.47, 1.04, -1.48], [-0.48, 1.22, 0.36], [0.48, 0.06, 0.21], [-1.01, 0.59, -0.01], [-0.28, -0.24, 0.20], [0.16, 0.02, 0.11], [0.32, -0.88, 1.56], [0.38, -0.51, 0.19], [-0.07, -0.37, -0.14], [-0.42, -0.38, -0.33], [-0.14, 0.24, -0.57], [0.01, 0.09, 0.91], [0.11, -0.47, 0.19], [-0.01, -0.25, -0.36], [-0.10, 0.72, 0.17]], "mulliken_charge": [-0.123, -0.702, -0.186, -0.543, 0.242, 0.174, 0.336, 0.343, 0.067, 0.216, 0.201, 0.321, 0.316, -0.660, 0.318, 0.319, -0.637], "homo_ev": -8.78, "gap_ev": 9.3, "relative_energy_ev": 0.905, "smiles": "NCCS.O.O"}

[2]
{"formula": "C18H29N3O4S2", "method": "the ωB97M-V functional and the def2-TZVPD basis", "symbols": ["C", "C", "C", "C", "C", "C", "C", "C", "H", "H", "H", "H", "S", "O", "O", "N", "C", "C", "N", "S", "O", "O", "N", "C", "C", "H", "H", "C", "C", "H", "H", "H", "C", "C", "H", "H", "H", "H", "H", "H", "H", "C", "H", "C", "H", "H", "H", "H", "H", "H", "H", "H", "H", "H", "H", "H"], "coordinates": [[-2.62071, -4.25849, 0.52564], [-2.70112, -2.76848, 0.40664], [-2.69443, -1.97522, 1.54806], [-2.75563, -0.59456, 1.46103], [-2.82222, -0.00805, 0.21363], [-2.85620, -0.77784, -0.93186], [-2.79581, -2.16314, -0.85344], [-2.82870, -2.98998, -2.10056], [-3.67566, -3.67448, -2.08216], [-1.92278, -3.58899, -2.18990], [-2.91519, -2.35567, -2.97811], [-2.94743, -0.27779, -1.88410], [-2.81324, 1.78133, 0.06710], [-3.32723, 2.32968, 1.28681], [-3.43293, 2.12651, -1.17803], [-1.22488, 2.26169, -0.04150], [-0.51573, 1.99088, -1.26713], [0.25809, 0.67060, -1.19314], [1.09900, 0.60838, -0.01049], [2.57345, 1.43810, -0.14572], [2.64637, 2.03823, -1.44065], [2.75606, 2.24965, 1.01617], [3.73628, 0.27007, -0.09837], [3.84184, -0.60443, -1.24357], [2.95808, -1.84521, -1.11051], [3.12686, -2.50034, -1.96716], [1.91027, -1.54316, -1.10522], [3.26880, -2.58615, 0.19241], [2.36220, -3.80278, 0.35666], [1.31932, -3.49383, 0.39276], [2.48999, -4.49031, -0.47624], [2.59534, -4.33203, 1.27753], [3.09715, -1.61657, 1.36429], [3.97536, -0.38010, 1.16958], [3.79152, 0.36700, 1.94114], [5.03285, -0.66538, 1.20144], [3.36784, -2.10577, 2.30172], [2.05161, -1.31202, 1.42164], [4.31150, -2.92312, 0.16463], [3.56897, -0.00955, -2.11477], [4.89183, -0.90337, -1.33719], [0.36730, 0.86807, 1.21700], [1.09491, 0.91866, 2.02589], [-0.40955, 2.18690, 1.14512], [-1.07641, 2.30426, 1.99933], [0.31041, 3.01233, 1.12717], [-0.31197, 0.02468, 1.38274], [0.90946, 0.58098, -2.06143], [-0.42907, -0.18170, -1.15642], [-1.25509, 1.97675, -2.06792], [0.19924, 2.80173, -1.44408], [-2.76838, 0.03109, 2.33913], [-2.64178, -2.44584, 2.51902], [-3.50833, -4.72312, 0.09833], [-2.54009, -4.55965, 1.56644], [-1.75643, -4.64160, -0.01588]], "forces_ev_per_angstrom": [[-0.02, 0.04, -0.01], [0.02, 0.10, 0.03], [0.03, 0.09, -0.07], [-0.09, 0.04, 0.09], [-0.10, 0.65, 0.03], [-0.09, -0.11, -0.07], [0.04, 0.21, 0.08], [-0.01, 0.01, 0.04], [-0.04, -0.09, -0.08], [0.04, -0.08, -0.07], [0.00, -0.01, -0.09], [-0.01, -0.02, -0.19], [0.10, 0.23, -0.01], [0.20, -0.25, 0.16], [0.18, -0.27, -0.13], [-1.16, -0.10, 0.06], [0.16, -0.31, -0.60], [-0.14, 0.12, -0.53], [0.89, 0.69, -0.10], [0.41, -0.54, 0.02], [-0.17, -0.15, -0.24], [-0.15, -0.11, 0.28], [-0.27, 0.88, -0.06], [-0.26, -0.20, -0.58], [0.39, -0.03, 0.10], [-0.04, -0.02, -0.05], [-0.08, -0.07, -0.05], [-0.47, 0.00, 0.02], [0.32, 0.16, -0.03], [-0.17, 0.03, 0.00], [-0.04, -0.12, -0.09], [-0.03, -0.11, 0.11], [0.38, -0.05, -0.14], [-0.19, -0.09, 0.63], [0.19, -0.15, 0.13], [-0.04, 0.06, 0.01], [-0.04, -0.01, 0.06], [-0.08, -0.06, 0.07], [0.05, 0.02, 0.00], [0.18, -0.17, -0.12], [-0.04, 0.06, -0.02], [-0.11, 0.20, 0.52], [-0.22, -0.09, 0.15], [0.22, -0.21, 0.62], [0.23, 0.06, 0.11], [-0.16, -0.02, 0.02], [0.18, 0.08, 0.00], [-0.23, -0.11, -0.11], [0.18, 0.07, -0.02], [0.21, 0.04, -0.14], [-0.16, -0.02, -0.01], [0.00, 0.03, 0.17], [0.00, -0.05, 0.09], [-0.04, -0.12, -0.03], [0.01, -0.06, 0.05], [0.05, -0.10, -0.03]], "mulliken_charge": [-1.681, 1.198, -0.838, -0.876, 0.085, -0.974, 1.315, -1.822, 0.413, 0.329, 0.410, 0.444, 1.361, -0.759, -0.748, 0.181, -1.515, -0.732, 0.368, 1.300, -0.735, -0.732, 0.057, -1.141, -0.006, 0.541, -0.318, 0.330, -1.677, 0.280, 0.422, 0.430, -0.082, -1.131, 0.492, 0.402, 0.518, -0.249, 0.286, 0.488, 0.403, -0.653, 0.761, -1.510, 0.531, 0.360, 0.340, 0.769, 0.440, 0.544, 0.358, 0.511, 0.390, 0.397, 0.398, 0.325], "homo_ev": -8.78, "gap_ev": 9.2, "relative_energy_ev": 0.000, "smiles": "Cc1ccc(S(=O)(=O)N2CCN(S(=O)(=O)N3CCC(C)CC3)CC2)cc1C"}

[3]
{"formula": "C3H3N3O", "method": "the ωB97M-V functional and the def2-TZVPD basis", "symbols": ["O", "C", "C", "N", "N", "C", "N", "H", "H", "H"], "coordinates": [[2.11841, -2.32950, 0.01630], [1.47119, -1.57686, 0.89540], [-1.10703, 2.77148, -0.23281], [-0.58410, 1.73402, -0.27302], [0.13978, 0.70303, -0.26622], [-0.49348, -0.43609, 0.22868], [0.16887, -1.44948, 0.60358], [1.53871, -2.59864, -0.72498], [-1.66571, 3.63225, -0.52294], [-1.58665, -0.45023, 0.27601]], "forces_ev_per_angstrom": [[-0.08, 0.00, 0.01], [-0.25, -0.09, -0.27], [0.30, -0.72, -0.08], [-0.37, 0.73, 0.02], [-0.01, 0.04, 0.14], [0.08, -0.18, 0.06], [0.10, 0.20, 0.05], [0.06, 0.02, 0.09], [0.01, -0.05, 0.00], [0.16, 0.03, -0.02]], "mulliken_charge": [-0.303, -0.092, -0.156, 0.403, -0.707, 0.054, -0.312, 0.300, 0.417, 0.396], "homo_ev": -8.04, "gap_ev": 8.3, "relative_energy_ev": 5.513}

[4]
{"formula": "C3H7N2", "method": "the ωB97M-V functional and the def2-TZVPD basis", "symbols": ["C", "C", "C", "N", "N", "H", "H", "H", "H", "H", "H", "H"], "coordinates": [[-0.12766, -0.13629, 0.12679], [0.66655, 1.22966, 0.08945], [0.84615, -1.30365, 0.05847], [-2.52686, 0.04437, 0.15447], [-1.34307, -0.04067, 0.03192], [1.60899, 0.87079, 0.52994], [0.68515, 1.54867, -1.01648], [0.32000, 2.08125, 0.64605], [1.36374, -1.29625, 0.99309], [1.30711, -0.91701, -0.84876], [0.38290, -2.30332, -0.01236], [-3.18300, 0.22245, -0.75258]], "forces_ev_per_angstrom": [[2.14, 1.90, 0.48], [0.06, -1.17, -1.22], [-2.66, -0.12, -0.55], [-1.30, 0.68, -1.17], [-2.80, -0.70, -0.68], [0.09, 0.87, -0.69], [0.50, -0.64, 1.65], [-0.70, -0.03, 0.44], [1.02, 0.32, 0.23], [1.22, -1.05, 0.13], [0.11, 0.62, -0.45], [2.32, -0.68, 1.84]], "mulliken_charge": [0.607, -1.007, -1.045, -0.773, 0.723, 0.294, 0.350, 0.417, 0.352, 0.364, 0.355, 0.364], "homo_ev": -15.90, "charge": 1, "gap_ev": 10.2, "relative_energy_ev": 3.022, "smiles": "CC(C)=[N+]=N"}